# 1
The following is a quantum chemistry calculation of C16H19N7OReS as an isolated structure, from the OMol25 dataset.

Values from the calculation:
Frontier orbital gap (spin up / spin down) in eV: 6.4 / 6.2
ΔE to the lowest compared entry with this formula, charge and spin in kcal per mole: 13.5
Charge: +2
Largest force on an atom in Eh/bohr: 0.01757
Multiplicity: 2

Geometry as XYZ:
```
45
Properties=species:S:1:pos:R:3:forces:R:3:lowdin_charge:R:1
Re -0.332 -0.382 -0.293 -0.447 -0.548 -0.068 1.283
C -0.383 -3.220 1.955 0.459 0.776 0.058 -0.039
C -0.191 -1.864 1.964 0.137 -0.178 -0.021 -0.124
C -1.367 -1.226 1.308 0.092 0.045 0.085 -0.369
C -2.236 -2.377 0.954 -0.043 -0.308 -0.034 -0.099
C -1.639 -3.534 1.335 -0.476 0.557 -0.280 -0.050
H 0.276 -3.951 2.393 0.113 -0.024 0.082 0.120
H 0.601 -1.322 2.452 0.036 0.040 0.114 0.100
H -1.815 -0.377 1.829 -0.112 -0.107 0.070 0.122
H -3.193 -2.266 0.472 -0.054 -0.024 -0.078 0.111
H -2.033 -4.528 1.219 -0.108 -0.118 -0.046 0.120
N -2.765 -2.697 -3.038 -0.055 -0.123 -0.098 0.144
C -1.788 -2.193 -2.298 0.407 0.053 0.277 -0.734
S -1.913 -0.443 -1.883 0.341 0.188 0.176 0.710
N -0.786 -2.915 -1.898 -0.164 -0.194 -0.196 0.043
N 0.115 -2.216 -1.149 0.681 -0.051 0.005 -0.188
C 1.343 -2.636 -1.100 -0.715 0.184 -0.074 -0.001
C 2.300 -1.710 -0.522 0.211 -0.066 0.054 -0.221
C 3.657 -1.987 -0.415 -0.450 0.163 0.021 0.041
C 4.511 -0.997 0.054 -0.202 0.111 -0.003 0.017
C 3.985 0.244 0.379 -0.102 -0.079 -0.036 0.007
C 2.622 0.457 0.245 0.104 0.195 0.250 -0.068
N 1.781 -0.494 -0.175 0.090 -0.191 -0.344 -0.045
H -3.512 -2.122 -3.388 0.010 -0.009 0.018 0.112
H -2.719 -3.662 -3.327 -0.015 -0.001 -0.009 0.136
H 1.640 -3.566 -1.566 -0.030 -0.034 -0.056 0.153
H 4.030 -2.958 -0.702 0.000 -0.082 -0.034 0.137
H 5.569 -1.189 0.151 0.086 -0.016 0.011 0.135
H 4.614 1.046 0.732 0.007 0.033 0.014 0.130
H 2.180 1.408 0.502 0.003 0.001 -0.010 0.112
C -1.187 5.252 -0.039 -0.042 0.236 -0.105 0.012
N -0.853 3.904 0.370 -0.021 -0.310 -0.209 -0.076
C -0.466 3.525 1.710 0.051 0.042 0.244 0.000
C -0.212 2.043 1.546 -0.015 0.062 0.091 -0.471
O 0.179 1.267 2.377 0.101 -0.108 -0.067 0.094
N -0.521 1.685 0.231 0.311 -0.166 0.273 -0.029
C -0.878 2.832 -0.409 -0.223 -0.064 -0.210 -0.376
N -1.208 2.870 -1.695 0.035 0.045 0.136 0.236
H -1.270 5.867 0.852 0.002 0.031 -0.030 0.109
H -2.151 5.268 -0.548 0.011 0.049 -0.003 0.105
H -0.409 5.668 -0.683 -0.063 0.027 0.018 0.111
H -1.270 3.702 2.428 0.056 -0.021 0.021 0.161
H 0.432 4.048 2.047 -0.032 -0.038 0.004 0.158
H -1.255 2.019 -2.230 0.021 0.009 -0.027 0.043
H -1.482 3.728 -2.144 0.004 0.015 0.012 0.128
```
Positions in Å, forces in eV/Å.



# 2
The following is a quantum chemistry calculation of a single C16H19NO molecule, from the OMol25 dataset.

Values from the calculation:
Frontier orbital gap in eV: 8.4
ΔE to the lowest compared entry with this formula, charge and spin in kcal per mole: 28.6
Charge: 0
Largest force on an atom in Eh/bohr: 0.01347

Geometry as XYZ:
```
37
Properties=species:S:1:pos:R:3:forces:R:3:lowdin_charge:R:1
C -3.943 -0.523 -0.063 -0.062 0.005 -0.319 -0.091
C -3.525 -0.479 1.276 0.161 0.046 0.230 -0.088
C -2.314 0.064 1.604 -0.186 -0.112 0.109 -0.043
C -1.461 0.585 0.609 -0.044 0.014 -0.349 -0.170
C -0.200 1.127 0.921 0.383 0.383 -0.069 0.020
C 0.634 1.582 -0.071 -0.485 0.057 0.218 -0.272
O 1.875 2.122 0.154 -0.362 0.073 -0.224 -0.043
C 2.747 1.391 0.987 0.461 -0.517 0.026 -0.170
C 3.197 0.098 0.287 -0.153 0.380 0.167 -0.156
N 2.057 -0.734 0.002 0.274 -0.277 -0.063 -0.194
C 2.100 -1.528 -1.206 -0.061 -0.052 -0.136 -0.187
C 0.801 -2.327 -1.123 0.121 0.000 -0.089 -0.151
C 0.594 -2.542 0.387 -0.025 -0.008 0.073 -0.144
C 1.641 -1.639 1.052 -0.030 0.012 0.144 -0.182
C 0.185 1.585 -1.410 0.013 0.036 -0.019 0.000
C -1.039 1.082 -1.735 0.169 0.061 -0.012 -0.028
C -1.889 0.547 -0.744 0.063 -0.024 0.284 -0.183
C -3.143 -0.018 -1.050 -0.199 -0.097 0.060 -0.039
H -4.903 -0.957 -0.305 -0.058 -0.023 -0.054 0.099
H -4.169 -0.880 2.045 -0.017 -0.015 0.079 0.100
H -1.991 0.096 2.636 0.025 0.002 0.097 0.111
H 0.100 1.160 1.958 0.081 -0.006 0.094 0.119
H 3.606 2.045 1.157 -0.098 -0.081 0.072 0.127
H 2.285 1.157 1.952 0.018 0.075 -0.025 0.111
H 3.666 0.375 -0.661 0.042 0.011 0.057 0.127
H 3.951 -0.409 0.914 0.008 -0.001 -0.068 0.124
H 2.139 -0.878 -2.082 0.068 -0.017 -0.047 0.118
H 2.973 -2.205 -1.227 0.003 0.028 -0.029 0.122
H 0.861 -3.263 -1.674 -0.039 -0.010 -0.057 0.104
H -0.016 -1.733 -1.529 -0.013 0.002 -0.054 0.095
H -0.413 -2.249 0.680 -0.034 -0.044 0.033 0.095
H 0.743 -3.583 0.670 -0.040 -0.004 0.042 0.103
H 1.228 -1.081 1.894 0.020 -0.004 0.112 0.107
H 2.493 -2.239 1.423 -0.031 0.069 0.000 0.119
H 0.846 1.987 -2.162 0.076 0.029 -0.097 0.119
H -1.371 1.074 -2.764 -0.005 0.018 -0.098 0.114
H -3.461 -0.046 -2.083 -0.041 -0.006 -0.092 0.110
```
Positions in Å, forces in eV/Å.



- Which of these has the highest largest force on an atom?
  C16H19N7OReS



- Among the records above, which one has the lowest charge?
  C16H19NO



Repeat the second record exactly.
The following is a quantum chemistry calculation of a single C16H19NO molecule, from the OMol25 dataset.

Values from the calculation:
Frontier orbital gap in eV: 8.4
ΔE to the lowest compared entry with this formula, charge and spin in kcal per mole: 28.6
Charge: 0
Largest force on an atom in Eh/bohr: 0.01347

Geometry as XYZ:
```
37
Properties=species:S:1:pos:R:3:forces:R:3:lowdin_charge:R:1
C -3.943 -0.523 -0.063 -0.062 0.005 -0.319 -0.091
C -3.525 -0.479 1.276 0.161 0.046 0.230 -0.088
C -2.314 0.064 1.604 -0.186 -0.112 0.109 -0.043
C -1.461 0.585 0.609 -0.044 0.014 -0.349 -0.170
C -0.200 1.127 0.921 0.383 0.383 -0.069 0.020
C 0.634 1.582 -0.071 -0.485 0.057 0.218 -0.272
O 1.875 2.122 0.154 -0.362 0.073 -0.224 -0.043
C 2.747 1.391 0.987 0.461 -0.517 0.026 -0.170
C 3.197 0.098 0.287 -0.153 0.380 0.167 -0.156
N 2.057 -0.734 0.002 0.274 -0.277 -0.063 -0.194
C 2.100 -1.528 -1.206 -0.061 -0.052 -0.136 -0.187
C 0.801 -2.327 -1.123 0.121 0.000 -0.089 -0.151
C 0.594 -2.542 0.387 -0.025 -0.008 0.073 -0.144
C 1.641 -1.639 1.052 -0.030 0.012 0.144 -0.182
C 0.185 1.585 -1.410 0.013 0.036 -0.019 0.000
C -1.039 1.082 -1.735 0.169 0.061 -0.012 -0.028
C -1.889 0.547 -0.744 0.063 -0.024 0.284 -0.183
C -3.143 -0.018 -1.050 -0.199 -0.097 0.060 -0.039
H -4.903 -0.957 -0.305 -0.058 -0.023 -0.054 0.099
H -4.169 -0.880 2.045 -0.017 -0.015 0.079 0.100
H -1.991 0.096 2.636 0.025 0.002 0.097 0.111
H 0.100 1.160 1.958 0.081 -0.006 0.094 0.119
H 3.606 2.045 1.157 -0.098 -0.081 0.072 0.127
H 2.285 1.157 1.952 0.018 0.075 -0.025 0.111
H 3.666 0.375 -0.661 0.042 0.011 0.057 0.127
H 3.951 -0.409 0.914 0.008 -0.001 -0.068 0.124
H 2.139 -0.878 -2.082 0.068 -0.017 -0.047 0.118
H 2.973 -2.205 -1.227 0.003 0.028 -0.029 0.122
H 0.861 -3.263 -1.674 -0.039 -0.010 -0.057 0.104
H -0.016 -1.733 -1.529 -0.013 0.002 -0.054 0.095
H -0.413 -2.249 0.680 -0.034 -0.044 0.033 0.095
H 0.743 -3.583 0.670 -0.040 -0.004 0.042 0.103
H 1.228 -1.081 1.894 0.020 -0.004 0.112 0.107
H 2.493 -2.239 1.423 -0.031 0.069 0.000 0.119
H 0.846 1.987 -2.162 0.076 0.029 -0.097 0.119
H -1.371 1.074 -2.764 -0.005 0.018 -0.098 0.114
H -3.461 -0.046 -2.083 -0.041 -0.006 -0.092 0.110
```
Positions in Å, forces in eV/Å.